{"formula": "C24H45BrCl20NO", "method": "the ωB97M-V functional and the def2-TZVPD basis", "lumo_ev": -3.537, "spin_multiplicity": 1, "total_charge": 1, "homo_ev": -11.5185, "orbital_gap_ev": 7.98, "energy_ev": -349639.6723, "species": ["C", "C", "C", "C", "C", "C", "C", "C", "C", "N", "C", "C", "O", "Br", "C", "C", "C", "H", "H", "H", "H", "H", "H", "H", "H", "H", "H", "H", "H", "H", "H", "H", "H", "H", "H", "H", "H", "H", "H", "H", "H", "H", "C", "Cl", "Cl", "H", "H", "C", "Cl", "Cl", "H", "H", "C", "Cl", "Cl", "H", "H", "C", "Cl", "Cl", "H", "H", "C", "Cl", "Cl", "H", "H", "C", "Cl", "Cl", "H", "H", "C", "Cl", "Cl", "H", "H", "C", "Cl", "Cl", "H", "H", "C", "Cl", "Cl", "H", "H", "C", "Cl", "Cl", "H", "H"], "coordinates": [[-2.504019, 3.254690, -0.583979], [-2.694759, 1.737832, -0.309352], [-1.515920, 0.883292, -0.891373], [-0.817398, 0.079760, 0.259511], [0.554917, 0.782408, 0.525070], [1.440549, -0.006150, 1.529573], [2.632641, 0.893308, 1.949997], [3.559666, 1.143468, 0.704393], [3.849063, 2.568817, 0.463966], [4.040367, 3.171501, -0.654504], [3.989303, 2.583620, -1.995369], [2.537086, 2.191683, -2.340483], [1.658756, 2.899899, -2.217094], [2.243130, 0.402191, -3.070030], [4.365090, 4.602731, -0.445770], [5.113235, 4.442378, 0.891538], [3.986714, 3.601137, 1.581561], [-2.620405, 3.811522, 0.350507], [-3.282283, 3.626935, -1.255241], [-1.524290, 3.482905, -1.007400], [-3.616019, 1.350601, -0.748758], [-2.761086, 1.601838, 0.771858], [-0.775350, 1.534752, -1.356080], [-1.869803, 0.138011, -1.606209], [-1.409428, 0.056314, 1.170465], [-0.583980, -0.937822, -0.070783], [0.420042, 1.782349, 0.948008], [1.061534, 0.840544, -0.437685], [1.784204, -0.954249, 1.111654], [0.825898, -0.132734, 2.421354], [2.236105, 1.839710, 2.323296], [3.223707, 0.367401, 2.699907], [3.220219, 0.620687, -0.192410], [4.533556, 0.694038, 0.956764], [4.253310, 3.361231, -2.711172], [4.654682, 1.722994, -2.050824], [5.056631, 4.927038, -1.224335], [3.504350, 5.263136, -0.321602], [5.471314, 5.337316, 1.391245], [5.871177, 3.673974, 0.709801], [4.154015, 3.234864, 2.588710], [3.050366, 4.167122, 1.470719], [0.555178, 6.498857, 1.555258], [-0.496492, 7.300933, 2.716933], [0.346328, 4.737498, 1.598304], [0.312910, 6.852556, 0.558576], [1.587127, 6.735337, 1.796308], [-4.594315, -1.706748, -3.163963], [-4.051403, -0.216419, -3.944765], [-4.350933, -1.643747, -1.413484], [-5.651462, -1.843365, -3.364599], [-4.028868, -2.538427, -3.565471], [-7.508810, -2.004528, 0.922271], [-8.211138, -2.328572, -0.665162], [-7.776037, -3.347340, 2.040969], [-6.440786, -1.854403, 0.807188], [-7.968348, -1.112061, 1.332426], [-6.343757, -6.894071, 1.520639], [-5.764873, -7.254200, 3.152982], [-5.190046, -7.436222, 0.292935], [-7.288450, -7.402973, 1.363138], [-6.478816, -5.821923, 1.423783], [-0.336159, 1.912126, 4.750709], [-1.015105, 1.594272, 3.145503], [-0.628687, 0.568369, 5.854878], [0.734802, 2.058497, 4.653300], [-0.798818, 2.806378, 5.154027], [-4.507021, -10.604445, 2.052787], [-3.027168, -11.365068, 1.450114], [-5.919055, -11.635811, 1.795328], [-4.397611, -10.420027, 3.115765], [-4.656937, -9.669949, 1.524368], [-2.188902, -14.875236, 2.678884], [-1.613276, -15.235055, 4.311785], [-1.034301, -15.407339, 1.450310], [-3.130550, -15.388756, 2.519227], [-2.325731, -13.804241, 2.585608], [8.634828, 4.651379, -0.052638], [7.949444, 4.460902, -1.672040], [8.294926, 3.245001, 0.961400], [9.708791, 4.772819, -0.138277], [8.196025, 5.530299, 0.409487], [6.455122, 7.553060, -3.261093], [7.059760, 9.075425, -3.905126], [6.659243, 7.463848, -1.502751], [5.398848, 7.468276, -3.493444], [7.006382, 6.735459, -3.715443], [-3.626040, -1.246077, -7.355975], [-4.321031, -1.528050, -8.953246], [-3.899556, -2.618850, -6.275077], [-2.557428, -1.093997, -7.460392], [-4.088692, -0.366433, -6.921687]], "forces_ev_per_angstrom": [[-0.744, -0.240, 0.263], [0.838, 0.172, -0.826], [-0.667, -0.732, 1.585], [1.434, 1.122, -1.069], [-0.166, -1.489, 0.669], [-0.188, 1.641, -0.124], [-0.128, -0.931, -1.086], [0.175, -0.112, 0.385], [-0.421, -0.033, 1.484], [-0.540, 0.406, -0.845], [-0.416, -0.580, 0.220], [3.210, -2.769, -0.694], [-3.575, 3.073, 0.715], [0.415, 0.132, 0.066], [2.005, 0.111, 0.305], [-1.337, -0.880, 0.008], [0.500, 0.104, -1.137], [0.124, 0.067, -0.134], [0.219, 0.043, -0.083], [-0.070, -0.017, 0.024], [-0.086, 0.262, 0.139], [-0.013, -0.177, -0.100], [-0.107, -0.100, -0.200], [-0.108, 0.391, -0.215], [-0.081, -0.240, -0.127], [-0.186, 0.002, 0.186], [-0.129, 0.059, -0.354], [0.006, 0.205, -0.030], [-0.099, -0.043, 0.174], [0.164, -0.572, -0.026], [0.092, -0.129, 0.171], [-0.054, 0.352, 0.205], [-0.088, 0.104, 0.051], [0.025, 0.164, -0.158], [0.219, -0.166, 0.003], [0.049, 0.166, -0.104], [-0.395, 0.104, -0.163], [-0.200, -0.295, -0.385], [-0.132, -0.022, -0.018], [0.529, 0.939, 0.148], [-0.040, -0.165, -0.125], [-0.078, -0.053, 0.728], [0.012, 0.216, -0.009], [0.056, 0.007, -0.035], [0.085, -0.108, -0.067], [-0.089, -0.086, 0.032], [-0.051, -0.054, 0.076], [-0.136, -0.093, -0.043], [-0.006, 0.133, 0.116], [0.018, -0.044, 0.086], [0.011, 0.102, 0.057], [0.096, 0.080, 0.057], [0.092, 0.117, -0.018], [0.032, 0.047, -0.041], [0.024, 0.023, 0.081], [-0.026, -0.101, -0.051], [-0.093, -0.089, -0.002], [-0.120, 0.080, -0.010], [-0.066, 0.038, 0.016], [-0.047, 0.088, -0.110], [0.088, -0.098, 0.018], [0.118, -0.044, 0.028], [-0.011, 0.089, 0.157], [-0.135, 0.298, 0.346], [0.056, 0.039, -0.003], [-0.027, -0.081, -0.041], [-0.070, -0.060, -0.039], [-0.045, 0.081, 0.082], [0.066, 0.070, -0.019], [-0.035, 0.049, 0.028], [0.012, -0.106, -0.020], [0.036, -0.134, -0.040], [-0.075, 0.047, -0.009], [-0.057, 0.023, 0.032], [-0.040, 0.027, -0.055], [0.078, -0.072, 0.018], [0.078, -0.033, 0.025], [-0.003, 0.171, 0.051], [0.101, -0.297, -0.104], [0.316, -0.121, 0.092], [-0.028, -0.113, -0.055], [-0.056, -0.039, -0.053], [0.024, -0.003, -0.244], [-0.031, -0.072, -0.013], [-0.204, 0.199, 0.171], [0.008, 0.084, 0.089], [0.077, 0.041, 0.094], [0.027, 0.156, -0.043], [0.029, 0.050, 0.010], [0.046, -0.187, -0.158], [-0.022, -0.111, -0.019], [-0.072, -0.089, 0.016]]}